[1]
66
Properties=species:S:1:pos:R:3:lowdin_charge:R:1 method="wB97M-V/def2-TZVPD" total_charge=+1 largest_force_ev_per_a=3.96 relative_energy_kj_mol=0.0
O 1.9377 1.0434 0.6595 0.19
C 1.5707 1.4940 -0.3805 -0.47
O 1.0676 2.7339 -0.4766 0.11
C 1.6468 0.7138 -1.6934 0.01
C 2.8599 0.4449 -2.3437 0.04
C 2.8083 -0.2830 -3.5165 -0.26
P 4.3631 -0.7490 -4.4424 0.21
O 4.2576 -2.3668 -4.5708 -0.20
O 4.3181 -0.1672 -5.9455 -0.16
S 5.9430 -0.3040 -3.4845 0.42
N 1.6380 -0.7200 -4.0348 0.12
C 0.4665 -0.4755 -3.4198 0.04
C 0.4210 0.2281 -2.2288 -0.15
N -0.7339 0.5241 -1.4702 0.13
C -1.7705 -0.0638 -1.7918 -0.66
S -3.0207 -0.5540 -2.5741 0.90
H 1.0172 2.9347 -1.4254 0.14
H 3.8006 0.7891 -1.9134 0.13
H 3.7075 -2.6447 -3.8169 0.03
H 3.4455 0.2035 -6.1540 0.08
H 1.6380 -1.2590 -4.8967 0.18
H -0.4352 -0.8653 -3.8918 0.13
C 4.2417 -4.6325 0.6703 -0.14
C 2.9812 -3.9428 1.1420 -0.14
O 2.7553 -2.9100 0.1659 -0.18
S 3.2676 -3.4112 -1.2593 0.60
O 2.1577 -3.8949 -2.0078 -0.22
O 4.1398 -2.4179 -1.7990 -0.26
O 4.1295 -4.6531 -0.7638 -0.16
H 5.1329 -4.0606 0.9339 0.14
H 4.3333 -5.6427 1.0599 0.14
H 3.0839 -3.5171 2.1360 0.14
H 2.1244 -4.6191 1.1242 0.14
C -3.4388 5.7343 0.7166 -0.16
C -2.8235 5.4014 2.0586 -0.15
O -2.5487 3.9986 2.0013 -0.26
S -2.1849 3.5991 0.4956 0.64
O -0.7694 3.5582 0.3463 -0.23
O -3.0082 2.5053 0.1058 -0.23
O -2.7163 4.9354 -0.2242 -0.18
H -4.4898 5.4399 0.6791 0.14
H -3.3503 6.7888 0.4671 0.14
H -3.4907 5.6261 2.8867 0.14
H -1.8733 5.9248 2.2039 0.14
C 1.2299 2.7906 5.7585 -0.16
C -0.0615 3.4046 6.2557 -0.16
O -0.3637 4.4292 5.3014 -0.18
S 0.1530 3.9768 3.8486 0.64
O -0.9455 3.4352 3.1255 -0.22
O 0.9588 5.0155 3.3175 -0.20
O 1.1024 2.7703 4.3325 -0.18
H 2.0904 3.4117 6.0163 0.14
H 1.3837 1.7843 6.1402 0.14
H 0.0336 3.8264 7.2527 0.14
H -0.8779 2.6788 6.2451 0.13
C -4.5714 -3.2890 -0.8858 -0.21
C -4.4329 -4.5852 -1.6578 -0.17
O -4.4933 -5.6065 -0.6615 -0.18
S -5.4619 -5.1309 0.5350 0.62
O -6.7459 -5.6895 0.3290 -0.20
O -4.7591 -5.2673 1.7566 -0.21
O -5.5226 -3.5694 0.1398 -0.18
H -3.6281 -3.0075 -0.4099 0.12
H -4.9191 -2.4710 -1.5106 0.09
H -3.4985 -4.6446 -2.2110 0.13
H -5.2704 -4.7297 -2.3446 0.14

---

[2]
160
Properties=species:S:1:pos:R:3:lowdin_charge:R:1 method="wB97M-V/def2-TZVPD" total_charge=+2 largest_force_ev_per_a=8.82 total_energy_ha=-4060.92925
C -12.2669 5.2979 1.3015 -0.06
C -12.8108 4.7377 -0.0539 -0.64
C -11.7188 4.5635 -1.0497 -0.08
O -13.5960 3.5857 0.1190 -0.32
H -11.6187 4.5375 1.7370 0.05
H -12.9751 5.5538 2.0897 0.04
H -11.6078 6.1590 1.1915 0.06
H -13.3926 5.5604 -0.4696 0.10
H -11.0869 3.7543 -0.6837 0.04
H -11.0880 5.4522 -1.0317 0.06
H -12.1655 4.4427 -2.0366 0.07
C -14.4764 9.6088 -4.3095 -0.07
C -13.2513 8.6517 -4.0066 -0.64
C -13.6977 7.2188 -4.2056 -0.13
O -12.0176 9.1028 -4.5741 -0.36
H -14.4085 10.5706 -3.8010 0.06
H -15.4438 9.2288 -3.9813 0.05
H -14.5002 9.6758 -5.3972 0.07
H -13.0642 8.5980 -2.9341 0.05
H -13.0389 6.5356 -3.6696 0.04
H -13.9749 6.8948 -5.2088 0.07
H -14.6085 7.0450 -3.6326 0.06
C -8.8992 2.1516 1.5822 -0.02
C -9.8260 1.5378 2.7021 -0.12
N -10.9071 0.6359 2.2466 -0.07
C -10.7239 -0.6936 2.1024 -0.02
C -11.9262 -1.2033 1.7663 0.00
N -12.8668 -0.1684 1.6521 -0.06
C -12.1066 0.9989 1.8277 0.01
C -14.2574 -0.2205 1.2043 0.01
H -9.4165 2.9409 1.0368 0.06
H -8.7476 1.3973 0.8101 0.06
H -7.9034 2.4034 1.9472 0.09
H -10.4095 2.2967 3.2233 0.12
H -9.2968 1.0655 3.5298 0.13
H -9.7780 -1.1183 2.4046 0.15
H -12.2982 -2.1888 1.5280 0.14
H -12.5029 2.0019 1.7701 0.14
H -14.4267 -1.0723 0.5456 0.10
H -14.2663 0.7345 0.6789 0.07
H -15.0287 -0.1934 1.9741 0.10
C -13.1757 9.8535 1.5454 -0.04
C -12.5963 10.4102 0.1608 -0.13
N -11.4331 9.7233 -0.2894 -0.06
C -11.3588 8.4567 -0.8477 0.03
C -9.9499 8.1762 -1.0326 -0.03
N -9.1738 9.2127 -0.6510 -0.07
C -10.1299 10.1400 -0.0756 0.08
C -7.7770 9.2451 -0.7358 -0.02
H -12.6955 10.1676 2.4721 0.06
H -13.1941 8.7637 1.5431 0.05
H -14.1860 10.1595 1.8167 0.08
H -12.3456 11.4575 0.3293 0.12
H -13.2851 10.4039 -0.6839 0.14
H -12.2320 7.8473 -1.0281 0.12
H -9.4540 7.2766 -1.3659 0.10
H -9.8590 11.0690 0.4038 0.15
H -7.5068 9.1811 -1.7898 0.10
H -7.3542 8.5178 -0.0427 0.08
H -7.4550 10.2121 -0.3495 0.11
C -11.7711 2.7140 -6.5356 -0.06
C -12.1466 3.6198 -5.3953 -0.23
N -11.0224 4.3520 -5.0563 -0.08
C -9.8748 3.8063 -4.4972 0.00
C -9.0308 4.8696 -4.2168 -0.01
N -9.6452 6.0322 -4.5705 -0.08
C -10.8419 5.7293 -5.1652 0.08
C -9.0136 7.2917 -4.4316 0.01
H -11.3749 3.2376 -7.4056 0.10
H -12.6705 2.2096 -6.8888 0.08
H -11.1066 1.9428 -6.1459 0.07
H -12.5203 3.0531 -4.5424 0.12
H -12.9405 4.3104 -5.6798 0.13
H -9.7556 2.7461 -4.3297 0.12
H -8.0631 4.9505 -3.7440 0.11
H -11.4892 6.4580 -5.6302 0.15
H -9.4331 7.7571 -3.5396 0.08
H -9.2604 7.8221 -5.3513 0.12
H -7.9429 7.0879 -4.4197 0.09
C -13.5956 6.2348 4.9593 -0.06
C -13.2513 7.6073 4.5115 -0.21
N -13.4254 8.5215 5.5892 -0.05
C -14.6101 8.9508 6.1958 0.03
C -14.2612 9.6515 7.3306 -0.02
N -12.8980 9.8124 7.3867 -0.09
C -12.4138 9.1054 6.2711 0.04
C -12.2038 10.5244 8.4513 0.03
H -13.4960 5.4466 4.2130 0.06
H -14.5854 6.1799 5.4124 0.08
H -12.7713 5.9796 5.6252 0.09
H -13.9216 7.9424 3.7200 0.10
H -12.2567 7.5248 4.0732 0.14
H -15.5552 8.5840 5.8234 0.14
H -14.9730 10.1502 7.9718 0.14
H -11.3976 8.9055 5.9646 0.16
H -11.9698 9.7196 9.1481 0.11
H -12.8962 11.2812 8.8199 0.11
H -11.2904 10.9647 8.0515 0.11
C -15.7331 1.3693 -2.4682 -0.06
C -15.1134 0.2941 -3.3692 -0.17
N -13.7051 0.2079 -3.2266 -0.06
C -12.8481 -0.5737 -3.9235 0.00
C -11.5937 -0.5348 -3.2952 0.03
N -11.6977 0.4084 -2.2864 -0.08
C -12.9962 0.8306 -2.2466 0.02
C -10.6322 0.9199 -1.4690 -0.01
H -15.7012 1.1863 -1.3942 0.06
H -16.8119 1.4950 -2.5604 0.09
H -15.2852 2.3443 -2.6603 0.09
H -15.3822 0.5120 -4.4028 0.14
H -15.5522 -0.6816 -3.1604 0.14
H -13.1614 -1.1768 -4.7629 0.14
H -10.5891 -0.9174 -3.3990 0.14
H -13.3308 1.5975 -1.5637 0.13
H -10.0077 0.0581 -1.2336 0.11
H -10.8655 1.5233 -0.5916 0.07
H -10.0805 1.7492 -1.9117 0.10
C -20.2791 6.5391 1.8296 -0.06
C -19.3220 5.3899 2.1714 -0.24
C -18.8596 5.3391 3.6152 -0.07
N -17.8331 4.1416 3.7519 -0.23
C -17.4244 4.0808 5.2211 0.00
C -16.5368 4.4376 2.9213 -0.06
C -16.6123 3.5084 1.6512 -0.13
C -17.8744 2.5876 1.8384 -0.15
C -18.2872 2.7188 3.2888 -0.08
H -21.2142 6.3818 2.3671 0.07
H -20.5513 6.4425 0.7786 0.09
H -20.0017 7.4962 2.2712 0.08
H -18.4688 5.2663 1.5044 0.09
H -19.8706 4.4941 1.8805 0.10
H -19.6952 5.0684 4.2607 0.13
H -18.4011 6.2533 3.9924 0.14
H -18.3281 3.6940 5.6921 0.11
H -17.2196 5.1065 5.5278 0.10
H -16.5547 3.4400 5.3661 0.10
H -15.5657 4.3080 3.3992 0.11
H -16.5465 5.5106 2.7296 0.10
H -15.6516 3.0096 1.5230 0.07
H -16.6070 3.9898 0.6733 0.11
H -17.6462 1.5592 1.5580 0.11
H -18.6812 2.9586 1.2062 0.10
H -17.6746 2.0658 3.9104 0.12
H -19.3443 2.6659 3.5493 0.14
N -7.1278 5.9793 -1.9156 -0.29
S -7.1284 5.5062 -0.5159 0.44
O -7.7329 6.3550 0.5160 -0.31
O -6.0908 4.5549 -0.1028 -0.28
F -8.3553 4.5226 -0.9105 -0.25
S -5.6061 6.6584 -1.9828 0.60
O -4.6099 6.1067 -2.8637 -0.25
O -5.1513 7.3820 -0.7558 -0.29
F -6.0466 7.8634 -2.9284 -0.21
C -16.5763 7.3934 0.2730 -0.02
C -16.7816 8.2622 1.5390 -0.82
O -17.6017 9.2030 1.4712 -0.07
O -16.1507 7.9957 2.5610 -0.11
H -16.2924 7.9830 -0.5987 0.07
H -17.5414 6.9080 0.1283 0.05
H -15.9944 6.5104 0.5372 0.04

---

[3]
77
Properties=species:S:1:pos:R:3:lowdin_charge:R:1 method="wB97M-V/def2-TZVPD" largest_force_ev_per_a=2.90 relative_energy_kj_mol=207.6
O -3.4615 -0.2273 37.9520 0.25
H -3.1347 -1.1414 37.9980 0.18
H -4.2116 -0.1030 38.5814 0.15
H -2.7161 0.4227 38.1351 0.09
As -3.4186 3.3551 40.8103 0.84
F -2.6619 2.2796 42.0450 -0.27
F -1.8211 3.9832 40.4308 -0.24
F -4.2104 4.3226 39.6041 -0.23
F -4.9943 2.7594 41.3107 -0.25
F -3.6170 4.6509 41.9905 -0.25
F -3.1639 2.0938 39.6378 -0.24
C -8.2866 5.2955 37.3618 -0.05
C -6.8913 5.1635 37.9559 -0.49
C -6.0564 6.4437 38.0978 -0.05
O -7.0413 4.5780 39.2529 -0.08
H -8.6136 4.2841 37.1270 0.07
H -8.3064 5.8455 36.4177 0.08
H -8.9148 5.8910 38.0230 0.09
H -6.2989 4.4516 37.3662 0.11
H -6.0309 6.9890 37.1505 0.08
H -5.0348 6.2800 38.4390 0.06
H -6.4380 7.1465 38.8427 0.08
H -6.1401 4.3858 39.5461 0.03
C -6.5654 4.3564 44.5967 -0.05
C -7.0682 5.3016 45.7101 -0.49
C -8.2574 6.1855 45.3871 -0.06
O -7.2703 4.5926 46.9256 -0.05
H -6.1782 3.3949 44.9280 0.06
H -5.9529 4.8382 43.8343 0.08
H -7.4059 4.0478 43.9567 0.07
H -6.1962 5.9397 45.8881 0.13
H -8.8227 6.5259 46.2505 0.08
H -8.9278 5.6129 44.7362 0.07
H -7.9761 7.0448 44.7750 0.08
H -7.5917 3.7142 46.7001 0.08
C -0.3087 5.2588 43.4288 -0.06
C -0.3573 6.1284 42.1817 -0.50
C 0.2123 7.5437 42.3834 -0.04
O 0.1634 5.4328 41.0573 -0.08
H -0.7843 5.7059 44.3051 0.08
H 0.7352 4.9995 43.6073 0.09
H -0.9427 4.3795 43.2918 0.05
H -1.4083 6.2685 41.9029 0.12
H 0.6917 7.8656 41.4575 0.07
H 0.9536 7.5474 43.1826 0.07
H -0.5888 8.2516 42.5851 0.07
H -0.4111 4.6666 40.8643 0.03
C -2.3449 3.0709 46.1230 -0.04
C -2.4238 1.6034 45.6357 -0.46
C -3.8543 1.2281 45.2189 -0.06
O -1.4764 1.4897 44.5765 -0.07
H -3.2414 3.6638 45.9247 0.07
H -1.5793 3.6282 45.5858 0.05
H -2.0891 3.1123 47.1832 0.07
H -2.1724 0.9179 46.4464 0.13
H -4.3887 2.0297 44.7114 0.05
H -4.3515 0.8747 46.1223 0.08
H -3.8075 0.3851 44.5243 0.08
H -1.9779 1.7908 43.8050 0.04
C -0.6663 0.4994 39.5506 -0.09
O -1.0020 0.6029 38.1504 -0.15
H 0.2593 -0.0674 39.6592 0.09
H -0.5351 1.4829 39.9936 0.08
H -1.4448 -0.0925 40.0248 0.08
H -0.4279 1.1612 37.6222 0.11
C -6.9948 1.3898 38.9702 -0.10
O -6.4474 0.3339 38.1168 -0.15
H -6.2494 2.1779 38.9088 0.05
H -7.8297 1.7552 38.3749 0.08
H -7.1928 1.1563 40.0118 0.09
H -6.9558 -0.4712 38.2566 0.07
C -3.7894 2.9178 36.0880 -0.12
O -2.7815 2.0599 36.6484 -0.14
H -3.9536 3.7209 36.8155 0.07
H -3.3969 3.4751 35.2336 0.08
H -4.7900 2.5657 35.8504 0.08
H -2.2162 2.6688 37.1317 0.07

---

[4]
13
Properties=species:S:1:pos:R:3:lowdin_charge:R:1 method="wB97M-V/def2-TZVPD" largest_force_ev_per_a=6.71 relative_energy_kj_mol=627.3
C -1.9730 -1.3814 1.5768 -0.14
C -0.0342 -0.2889 -0.9950 -0.37
H -1.7455 -2.6124 1.8531 0.08
H -3.5113 -0.9935 2.1662 0.15
H -1.3000 -0.4484 2.0317 0.07
H -2.3474 -0.9197 -0.4288 0.04
H -0.3438 -0.8483 -1.8208 0.11
H 1.5936 0.6540 -2.2484 0.16
H 2.1724 0.4375 0.8396 -0.17
N -1.5606 -1.2709 0.0016 -0.14
N -0.5343 -0.3383 0.1309 -0.10
N 1.0040 0.5916 -1.2848 -0.42
S 1.5726 1.3673 0.1364 0.73